Entry 1:
The following is a quantum chemistry calculation of C74H168As3F18N3OP3 as an isolated structure, from the OMol25 dataset.

CARTESIAN COORDINATES (ANGSTROEM)
C (-41.24, -32.87, 17.21)
C (-42.45, -32.62, 18.10)
C (-42.39, -33.55, 19.35)
C (-43.43, -33.13, 20.43)
P (-43.49, -34.20, 21.84)
C (-44.62, -33.48, 23.08)
C (-45.88, -32.97, 22.46)
C (-46.79, -32.17, 23.37)
C (-48.22, -32.00, 22.74)
C (-41.77, -34.22, 22.50)
C (-41.61, -34.93, 23.86)
C (-40.16, -35.16, 24.29)
C (-40.08, -35.64, 25.78)
C (-44.03, -35.92, 21.34)
C (-45.49, -36.10, 20.82)
C (-46.46, -36.39, 21.93)
C (-47.96, -36.58, 21.45)
H (-41.00, -33.92, 17.03)
H (-40.30, -32.51, 17.61)
H (-41.28, -32.48, 16.19)
H (-43.35, -32.78, 17.50)
H (-42.53, -31.57, 18.36)
H (-41.43, -33.37, 19.82)
H (-42.32, -34.61, 19.11)
H (-44.45, -33.23, 20.06)
H (-43.28, -32.09, 20.74)
H (-44.07, -32.69, 23.60)
H (-44.79, -34.12, 23.95)
H (-46.54, -33.75, 22.07)
H (-45.66, -32.23, 21.69)
H (-46.35, -31.21, 23.64)
H (-47.02, -32.72, 24.28)
H (-48.16, -31.32, 21.89)
H (-48.99, -31.63, 23.41)
H (-48.68, -32.95, 22.46)
H (-41.35, -33.23, 22.36)
H (-41.27, -34.85, 21.77)
H (-42.20, -35.84, 23.90)
H (-42.07, -34.25, 24.58)
H (-39.55, -34.27, 24.19)
H (-39.62, -35.88, 23.67)
H (-39.06, -35.82, 26.10)
H (-40.66, -36.57, 25.77)
H (-40.60, -34.99, 26.48)
H (-43.69, -36.60, 22.11)
H (-43.36, -36.22, 20.53)
H (-45.44, -36.83, 20.01)
H (-45.83, -35.14, 20.43)
H (-46.34, -35.59, 22.66)
H (-46.16, -37.31, 22.44)
H (-48.20, -37.50, 20.92)
H (-48.24, -35.82, 20.73)
H (-48.62, -36.64, 22.32)
C (-34.02, -25.93, 4.54)
C (-32.79, -25.12, 4.08)
C (-32.64, -23.76, 4.82)
C (-31.24, -23.11, 4.44)
P (-30.28, -22.24, 5.74)
C (-30.01, -23.28, 7.17)
C (-30.10, -24.79, 7.12)
C (-29.59, -25.43, 8.43)
C (-29.96, -26.89, 8.47)
C (-28.66, -21.88, 5.15)
C (-27.63, -23.08, 5.07)
C (-26.33, -22.73, 4.39)
C (-25.39, -23.91, 4.32)
C (-31.00, -20.68, 6.19)
C (-32.51, -20.65, 6.55)
C (-33.13, -19.28, 7.00)
C (-32.75, -18.12, 6.12)
H (-34.84, -25.21, 4.53)
H (-33.89, -26.33, 5.54)
H (-34.13, -26.80, 3.90)
H (-32.93, -25.08, 3.00)
H (-31.92, -25.75, 4.26)
H (-32.74, -24.00, 5.88)
H (-33.39, -22.98, 4.63)
H (-31.47, -22.37, 3.67)
H (-30.47, -23.84, 4.19)
H (-30.75, -22.91, 7.88)
H (-29.04, -23.00, 7.58)
H (-29.44, -25.16, 6.34)
H (-31.10, -25.13, 6.85)
H (-30.16, -24.93, 9.22)
H (-28.51, -25.32, 8.47)
H (-30.98, -27.12, 8.15)
H (-29.93, -27.32, 9.47)
H (-29.31, -27.50, 7.84)
H (-28.28, -21.26, 5.96)
H (-28.79, -21.26, 4.26)
H (-28.06, -23.95, 4.57)
H (-27.57, -23.38, 6.12)
H (-25.91, -21.81, 4.80)
H (-26.53, -22.52, 3.33)
H (-24.53, -23.62, 3.71)
H (-25.91, -24.85, 4.10)
H (-25.00, -24.10, 5.32)
H (-30.83, -19.99, 5.36)
H (-30.45, -20.39, 7.08)
H (-32.65, -21.36, 7.37)
H (-33.02, -21.05, 5.67)
H (-32.78, -19.11, 8.02)
H (-34.22, -19.30, 6.98)
H (-33.14, -17.16, 6.46)
H (-33.05, -18.29, 5.08)
H (-31.67, -17.98, 6.18)
C (-36.42, -31.01, 6.56)
C (-35.36, -30.38, 7.46)
C (-35.89, -29.04, 8.14)
C (-36.63, -29.43, 9.44)
P (-37.37, -28.16, 10.49)
C (-36.08, -26.96, 10.88)
C (-34.74, -27.48, 11.35)
C (-33.55, -26.47, 11.05)
C (-32.12, -26.84, 11.66)
C (-38.72, -27.42, 9.52)
C (-39.46, -26.28, 10.27)
C (-38.87, -24.91, 10.08)
C (-39.47, -23.95, 10.93)
C (-37.94, -28.96, 11.98)
C (-37.15, -30.03, 12.79)
C (-37.73, -30.11, 14.23)
C (-39.27, -30.12, 14.46)
H (-37.26, -31.48, 7.08)
H (-35.87, -31.67, 5.89)
H (-36.87, -30.33, 5.82)
H (-34.45, -30.22, 6.90)
H (-35.07, -31.10, 8.23)
H (-36.51, -28.55, 7.39)
H (-35.06, -28.35, 8.28)
H (-35.83, -29.78, 10.09)
H (-37.19, -30.36, 9.38)
H (-36.45, -26.28, 11.65)
H (-35.99, -26.33, 10.00)
H (-34.44, -28.32, 10.72)
H (-34.82, -27.67, 12.42)
H (-33.90, -25.49, 11.37)
H (-33.47, -26.40, 9.97)
H (-32.02, -26.69, 12.73)
H (-31.32, -26.15, 11.39)
H (-31.83, -27.87, 11.47)
H (-39.45, -28.20, 9.29)
H (-38.30, -27.12, 8.55)
H (-39.62, -26.61, 11.30)
H (-40.47, -26.08, 9.92)
H (-38.86, -24.63, 9.03)
H (-37.81, -24.84, 10.31)
H (-39.26, -24.16, 11.98)
H (-40.55, -23.95, 10.94)
H (-39.05, -22.94, 10.83)
H (-38.91, -29.38, 11.74)
H (-38.13, -28.12, 12.65)
H (-36.07, -29.97, 12.94)
H (-37.19, -30.95, 12.22)
H (-37.34, -29.23, 14.75)
H (-37.28, -30.94, 14.78)
H (-39.76, -30.61, 13.62)
H (-39.60, -29.08, 14.37)
H (-39.62, -30.47, 15.44)
C (-37.74, -35.21, 5.18)
C (-38.28, -34.37, 6.34)
N (-39.62, -34.87, 7.02)
C (-40.55, -35.14, 5.82)
C (-39.36, -36.21, 7.83)
C (-40.64, -36.99, 8.26)
C (-40.29, -33.74, 7.89)
C (-39.54, -33.49, 9.24)
O (-38.15, -33.43, 8.97)
C (-37.42, -33.90, 10.07)
H (-36.69, -35.03, 4.93)
H (-38.33, -35.12, 4.27)
H (-37.77, -36.26, 5.45)
H (-38.07, -33.32, 6.14)
H (-37.57, -34.63, 7.12)
H (-40.81, -34.29, 5.19)
H (-41.56, -35.38, 6.16)
H (-40.12, -35.96, 5.25)
H (-38.85, -35.94, 8.75)
H (-38.74, -36.86, 7.22)
H (-41.24, -36.56, 9.06)
H (-40.35, -37.97, 8.66)
H (-41.20, -37.26, 7.37)
H (-41.32, -34.05, 8.00)
H (-40.25, -32.84, 7.27)
H (-39.89, -34.23, 9.96)
H (-39.99, -32.57, 9.62)
H (-37.72, -34.88, 10.45)
H (-37.72, -33.23, 10.87)
H (-36.33, -33.88, 10.06)
C (-29.95, -22.52, 14.41)
C (-30.79, -23.64, 13.67)
C (-32.25, -23.10, 13.36)
C (-32.24, -22.33, 12.02)
N (-33.20, -21.10, 12.06)
C (-33.23, -20.27, 10.72)
C (-32.60, -18.99, 11.03)
C (-32.80, -18.74, 12.46)
C (-32.65, -20.08, 13.08)
C (-34.67, -21.56, 12.40)
H (-28.98, -22.93, 14.68)
H (-30.37, -22.22, 15.37)
H (-29.73, -21.68, 13.75)
H (-30.89, -24.42, 14.42)
H (-30.16, -24.00, 12.85)
H (-32.58, -22.44, 14.16)
H (-32.97, -23.92, 13.33)
H (-32.45, -22.96, 11.16)
H (-31.23, -21.94, 11.87)
H (-34.29, -20.13, 10.49)
H (-32.69, -20.81, 9.95)
H (-32.98, -18.17, 10.42)
H (-31.53, -19.03, 10.80)
H (-33.86, -18.48, 12.47)
H (-32.19, -17.94, 12.87)
H (-33.29, -20.13, 13.96)
H (-31.65, -20.32, 13.46)
H (-35.05, -22.14, 11.56)
H (-35.28, -20.69, 12.63)
H (-34.65, -22.11, 13.35)
C (-38.38, -20.66, 13.16)
C (-39.95, -20.97, 13.08)
C (-40.59, -21.27, 14.50)
C (-40.20, -22.72, 15.00)
N (-41.01, -23.20, 16.21)
C (-40.62, -22.38, 17.52)
C (-40.55, -23.38, 18.70)
C (-41.05, -24.67, 18.14)
C (-40.76, -24.61, 16.64)
C (-42.56, -23.22, 15.90)
H (-37.88, -21.53, 13.58)
H (-38.03, -19.79, 13.70)
H (-37.97, -20.57, 12.15)
H (-40.14, -21.79, 12.38)
H (-40.50, -20.13, 12.65)
H (-41.68, -21.27, 14.51)
H (-40.26, -20.51, 15.21)
H (-39.15, -22.98, 15.16)
H (-40.52, -23.41, 14.22)
H (-41.40, -21.62, 17.66)
H (-39.58, -22.10, 17.34)
H (-41.14, -23.17, 19.59)
H (-39.51, -23.39, 19.00)
H (-42.10, -24.79, 18.38)
H (-40.44, -25.40, 18.68)
H (-41.33, -25.34, 16.05)
H (-39.73, -24.93, 16.50)
H (-42.78, -23.66, 14.93)
H (-42.92, -22.19, 15.92)
H (-43.08, -23.72, 16.71)
As (-42.59, -27.83, 12.66)
F (-41.37, -26.55, 12.76)
F (-43.87, -26.79, 13.47)
F (-43.76, -29.14, 12.50)
F (-41.43, -28.93, 11.96)
F (-42.15, -28.43, 14.29)
F (-42.97, -27.25, 10.99)
As (-36.10, -25.10, 15.41)
F (-37.03, -24.71, 13.95)
F (-35.09, -26.16, 14.42)
F (-35.15, -25.57, 16.91)
F (-37.09, -23.96, 16.37)
F (-37.29, -26.40, 15.77)
F (-34.87, -23.80, 15.04)
As (-35.50, -23.37, 8.06)
F (-35.77, -25.07, 7.59)
F (-35.75, -23.67, 9.80)
F (-35.06, -21.63, 8.48)
F (-35.22, -22.99, 6.32)
F (-37.27, -22.86, 7.90)
F (-33.77, -23.69, 8.23)

Computed properties:
LUMO level (alpha / beta): -5.90 / -13.53 eV
spin multiplicity: 2
HOMO level (alpha / beta): -0.6079 / -0.6079 hartree
energy: -12687.7652 Eh
charge: +4
Kohn-Sham gap (alpha / beta): 10.64 / 3.01 eV

Atomic partial charges in e from the Löwdin method, atoms 1 to 2: C -0.125; C -0.241

---

Entry 2:
The following is a quantum chemistry calculation of CH5O2PS as an isolated structure, from the OMol25 dataset.

CARTESIAN COORDINATES (ANGSTROEM)
C (-1.67, -0.04, -0.28)
O (-1.71, 1.14, 0.23)
O (-0.69, -0.71, -0.45)
P (1.47, -0.32, 0.09)
S (1.26, 1.64, -0.05)
H (-2.59, -0.64, -0.35)
H (-0.85, 1.44, 0.43)
H (2.63, -0.73, 0.55)
H (0.68, -0.89, 1.03)
H (1.47, -0.90, -1.19)

Computed properties:
LUMO level: 0.65 eV
spin multiplicity: 1
HOMO level: -0.3244 hartree
energy: -931.0817 Eh
Kohn-Sham gap: 9.48 eV

Atomic partial charges in e from the Löwdin method, atoms 1 to 2: C -0.389; O 0.099